This record from the OMol25 dataset describes a gas-phase ion, C4H12N2S (charge +1) in a non-equilibrium geometry. The level of theory is the ωB97M-V functional and the def2-TZVPD basis.

Each atom is followed by the atoms it is bonded to, with distances in Å.
Positions of all 19 atoms, in Å:
1 S -1.647 1.087 -1.297  C4 1.795, H18 1.335
2 N 1.765 -2.157 -0.336  C5 1.449, H9 1.014, H11 1.013
3 N 0.409 -1.274 1.904  C7 1.439, H12 1.021, H13 1.021
4 C -0.339 1.734 -0.252  S1 1.795, C6 1.530, H10 1.080, H15 1.082
5 C 1.453 -0.753 -0.166  N2 1.449, C7 1.514, H16 1.088, H17 1.097
6 C -0.140 0.885 1.006  C4 1.530, C7 1.537, H8 1.085, H14 1.088
7 C 0.200 -0.574 0.664  N3 1.439, C5 1.514, C6 1.537, H19 1.111
8 H -1.070 0.893 1.565  C6 1.085
9 H 0.954 -2.737 -0.150  N2 1.014
10 H -0.592 2.751 0.010  C4 1.080
11 H 2.033 -2.355 -1.292  N2 1.013
12 H 1.342 -1.194 2.309  N3 1.021
13 H -0.301 -1.179 2.631  N3 1.021
14 H 0.665 1.307 1.605  C6 1.088
15 H 0.545 1.780 -0.874  C4 1.082
16 H 1.305 -0.217 -1.102  C5 1.088
17 H 2.284 -0.245 0.337  C5 1.097
18 H -0.856 0.605 -2.259  S1 1.335
19 H -0.628 -1.104 0.147  C7 1.111

Properties
Relative energy (zero: lowest compared OMol25 entry of this formula, charge and spin) (kJ/mol): 129.2
Net charge: +1
2S+1: 2
HOMO (alpha / beta) (eV): -13.6 / -13.0
LUMO (alpha / beta) (eV): -2.90 / -8.43
Kohn-Sham gap (alpha / beta) (hartree): 0.3933 / 0.1693